i | {"formula": "C5H10", "method": "ωB97M-V/def2-TZVPD", "species": ["C", "C", "C", "C", "C", "H", "H", "H", "H", "H", "H", "H", "H", "H", "H"], "coordinates": [[-2.13767, 0.33545, 0.32889], [-0.80399, 0.87868, -0.18827], [0.27238, -0.00404, 0.33743], [1.42089, -0.10169, -0.64981], [2.19242, -1.16977, -0.34256], [-3.00062, 0.77603, -0.03174], [-2.15215, 0.43073, 1.31157], [-2.24954, -0.72985, 0.31255], [-0.73903, 2.04373, -0.14662], [-0.55861, 0.64173, -1.22301], [0.65910, 0.33210, 1.32901], [-0.05145, -1.05401, 0.44680], [1.97903, 0.80940, -1.09246], [2.02483, -1.81384, 0.48388], [3.14442, -1.37464, -0.87566]], "mulliken_charge": [-1.537, -0.334, -0.309, -0.363, -0.681, 0.420, 0.471, 0.385, 0.259, 0.343, 0.327, 0.268, 0.246, 0.271, 0.235], "lumo_ev": 1.25, "smiles": "C=CCCC", "orbital_gap_ev": 10.673, "charge": 0}

ii | {"formula": "C5H10", "method": "ωB97M-V/def2-TZVPD", "species": ["C", "C", "H", "H", "H", "H", "C", "C", "C", "H", "H", "H", "H", "H", "H"], "coordinates": [[2.39082, 2.21030, -2.15069], [2.34721, 1.81235, -0.85091], [1.74190, 2.96609, -2.55507], [2.92471, 1.59514, -2.86737], [1.64376, 2.26374, -0.17307], [2.96915, 0.92884, -0.81693], [-0.83764, -1.98303, 1.60410], [-2.01946, -1.09353, 1.25613], [-2.26361, -0.51973, 0.07897], [-0.02479, -1.42585, 2.08691], [-0.46975, -2.43395, 0.67483], [-1.13259, -2.77386, 2.30272], [-2.58247, -0.84437, 2.15091], [-3.14383, 0.08970, -0.05641], [-1.54342, -0.79184, -0.68412]], "mulliken_charge": [-0.496, -0.441, 0.249, 0.200, 0.267, 0.221, -0.998, 0.099, -0.701, 0.240, 0.309, 0.285, 0.275, 0.271, 0.218], "lumo_ev": 1.07, "smiles": "C=CC.C=C", "orbital_gap_ev": 10.735, "charge": 0}

iii | {"formula": "C5H10", "method": "ωB97M-V/def2-TZVPD", "species": ["C", "C", "C", "C", "C", "H", "H", "H", "H", "H", "H", "H", "H", "H", "H"], "coordinates": [[0.33528, 0.08110, 1.50660], [1.40459, -0.24999, 0.76355], [0.05906, -0.22573, -1.89064], [-1.01099, -0.69645, -1.24252], [-0.71117, 0.91649, 0.93948], [0.03849, -0.58341, 2.32280], [-0.06881, 1.58759, 2.08608], [1.91990, 0.48381, 0.14245], [2.04533, -1.05687, 1.08386], [-0.01137, 0.25638, -2.85845], [1.06506, -0.61677, -1.85297], [-0.90993, -1.40205, -0.42305], [-1.90442, -0.82640, -1.84093], [-1.76876, 0.66640, 1.07053], [-0.48224, 1.66589, 0.19322]], "mulliken_charge": [-0.128, -0.854, -0.504, -0.651, -0.868, 0.333, 0.208, 0.319, 0.282, 0.274, 0.276, 0.298, 0.323, 0.280, 0.412], "lumo_ev": 1.13, "orbital_gap_ev": 9.095, "charge": 0}

iv | {"formula": "C5H10", "method": "ωB97M-V/def2-TZVPD", "species": ["C", "C", "C", "C", "C", "H", "H", "H", "H", "H", "H", "H", "H", "H", "H"], "coordinates": [[-0.55379, -1.60975, -0.85178], [0.07978, -0.35222, -0.28993], [-0.25273, 0.02505, 0.94597], [-0.27811, 1.35153, 1.61100], [0.91421, 0.42945, -1.26479], [-1.19736, -1.33587, -1.68214], [-1.29007, -1.95026, -0.12166], [0.11187, -2.42000, -1.14669], [-0.45684, -0.83315, 1.57932], [-1.25473, 1.80975, 1.76965], [0.19401, 1.22173, 2.58676], [0.27416, 2.14725, 1.09555], [0.36873, 0.47126, -2.20926], [1.89670, -0.00871, -1.44952], [1.06826, 1.45303, -0.92882]], "mulliken_charge": [-1.275, 0.779, -0.237, -1.112, -1.190, 0.319, 0.358, 0.303, 0.310, 0.266, 0.282, 0.309, 0.306, 0.287, 0.297], "lumo_ev": 1.13, "smiles": "CC=C(C)C", "orbital_gap_ev": 9.645, "charge": 0}

Most stable structure, least stable structure: iv, iii.

i | {"formula": "C5H10", "method": "ωB97M-V/def2-TZVPD", "species": ["C", "C", "C", "C", "C", "H", "H", "H", "H", "H", "H", "H", "H", "H", "H"], "coordinates": [[1.58070, 0.85671, -0.00302], [1.19413, -0.58094, -0.17858], [-0.20560, -0.93964, 0.39204], [-1.33492, -0.33447, -0.38624], [-2.18303, 0.55459, 0.08515], [2.49111, 1.09168, -0.61259], [0.76686, 1.62110, -0.29627], [1.87095, 1.11437, 1.05697], [1.12571, -0.75356, -1.26158], [1.93457, -1.24355, 0.30351], [-0.33311, -2.02808, 0.29408], [-0.37277, -0.62255, 1.41214], [-1.41673, -0.61243, -1.46484], [-3.00318, 0.98347, -0.47175], [-2.11469, 0.89329, 1.13099]], "mulliken_charge": [-1.051, -0.316, -0.597, -0.047, -0.745, 0.304, 0.269, 0.284, 0.293, 0.288, 0.237, 0.361, 0.234, 0.276, 0.210], "lumo_ev": 1.29, "smiles": "C=CCCC", "orbital_gap_ev": 10.941, "charge": 0}

ii | {"formula": "C5H10", "method": "ωB97M-V/def2-TZVPD", "species": ["C", "C", "H", "H", "H", "H", "C", "C", "C", "H", "H", "H", "H", "H", "H"], "coordinates": [[-2.40567, -0.32463, -0.78877], [-1.61699, -1.39057, -1.04353], [-3.25210, -0.43886, -0.04762], [-2.24113, 0.65889, -1.31405], [-1.89020, -2.32965, -0.69239], [-0.51577, -1.35098, -1.24941], [1.90535, 1.53606, 0.40692], [0.92385, 0.35361, 0.18769], [0.64389, -0.56466, 1.16147], [2.62194, 1.38294, -0.33648], [1.44725, 2.51821, 0.19765], [2.42636, 1.59009, 1.39418], [0.99024, 0.14165, -0.85528], [0.16249, -1.44570, 0.73106], [0.80048, -0.33642, 2.24856]], "mulliken_charge": [-0.258, -0.717, 0.225, 0.221, 0.273, 0.252, -1.003, 0.063, -0.573, 0.296, 0.256, 0.277, 0.246, 0.187, 0.254], "lumo_ev": 1.19, "smiles": "C=CC.C=C", "orbital_gap_ev": 10.417, "charge": 0}

Most stable structure, least stable structure: i, ii.

i | {"formula": "C2H4NS", "method": "ωB97M-V/def2-TZVPD", "species": ["C", "C", "N", "S", "H", "H", "H", "H"], "coordinates": [[0.86293, -0.29383, -0.74842], [-0.35376, 0.84065, 0.80603], [-0.41135, -0.46799, 0.04287], [1.03197, 1.32979, -0.11835], [0.97790, -0.48943, -1.72733], [-0.39506, 0.72186, 1.89163], [-1.23188, -0.28570, -0.67551], [-0.48074, -1.35535, 0.52908]], "mulliken_charge": [-0.288, -0.242, -0.182, 0.210, 0.385, 0.326, 0.430, 0.360], "lumo_ev": [-6.16, -6.20], "orbital_gap_ev": [8.405, 8.301], "charge": 1}

ii | {"formula": "C2H4NS", "method": "ωB97M-V/def2-TZVPD", "species": ["C", "C", "N", "S", "H", "H", "H", "H"], "coordinates": [[-0.41230, -0.07984, 0.88408], [-0.28082, 0.57864, -0.40947], [0.58834, -0.46348, -0.29764], [-1.79119, -0.37053, -0.14093], [-0.31449, 0.06421, 1.94567], [-0.08531, 1.59736, -0.71671], [2.00191, -0.11326, -0.35902], [0.29386, -1.21311, -0.90599]], "mulliken_charge": [0.052, -0.233, -0.365, -0.038, 0.429, 0.407, 0.486, 0.262], "lumo_ev": -5.59, "orbital_gap_ev": 9.169, "charge": 1}

Most stable structure, least stable structure: i, ii.